Computed, not measured: a 7-piece molecular cluster, C5H24O8 overall in a non-equilibrium geometry, with ωB97M-V with the def2-TZVPD basis set.

Properties
**Spin multiplicity**: 1
**Orbital gap**: 0.3513 Ha
**SMILES**: COCCOC.CO.O.O.O.O.O
**HOMO level**: -9.63 eV

```
37
Properties=species:S:1:pos:R:3:forces:R:3:mulliken_charge:R:1
C -1.90274 2.08939 -0.40052 0.182 0.795 -0.079 -0.8127
O -1.66725 1.27452 0.71722 -0.524 -0.678 0.061 -0.2985
C -2.18073 -0.04722 0.57409 0.095 -0.218 -0.058 -0.3521
C -2.11945 -0.78862 1.91215 1.164 0.912 -0.734 -0.7772
O -0.71494 -0.96287 2.14054 -0.150 0.082 -0.089 -0.2072
C -0.45241 -1.49939 3.41800 -0.173 0.023 0.406 -0.8754
H -1.24778 2.95702 -0.30910 0.134 -0.132 0.020 0.2988
H -2.91709 2.50218 -0.42232 -0.162 -0.373 0.004 0.3197
H -1.67561 1.58779 -1.34456 -0.018 -0.145 0.015 0.2075
H -1.52221 -0.56888 -0.12007 -0.074 -0.277 -0.275 -0.0042
H -3.18016 -0.01518 0.13286 -0.161 -0.058 0.226 0.4557
H -2.58039 -1.77687 1.89549 -0.380 0.107 -0.131 0.4725
H -2.56079 -0.12370 2.65922 -0.019 -0.257 0.320 0.3768
H -0.85052 -0.82738 4.18471 -0.118 -0.151 0.053 0.3069
H 0.61417 -1.58973 3.61622 0.066 0.121 -0.473 0.2867
H -0.89391 -2.49961 3.49533 -0.079 0.054 0.163 0.3181
C 1.28618 -0.36299 -3.46999 0.268 -0.249 -0.893 -0.7109
O 0.06534 -0.40642 -2.73158 0.321 0.306 0.216 -0.5041
H 1.17440 -1.02859 -4.32908 0.351 -0.040 0.016 0.3512
H 1.57735 0.61559 -3.86201 -0.471 0.210 0.240 0.2651
H 2.12323 -0.70826 -2.86597 -0.291 -0.206 0.242 0.2434
H -0.66287 -0.39542 -3.35812 -0.079 0.094 0.093 0.2769
O 3.92972 0.24164 -0.65609 -0.264 -0.041 -0.132 -0.6300
H 3.03393 -0.13202 -0.55359 0.285 0.069 0.107 0.3833
H 3.97875 0.52922 -1.57271 0.062 -0.001 0.050 0.3032
O 2.02532 2.09698 1.34243 0.206 0.059 -0.248 -0.6536
H 1.99847 1.29203 0.80690 0.008 -0.014 -0.013 0.4058
H 2.60680 2.68923 0.85464 0.021 -0.053 0.120 0.2911
O 0.33352 -3.37006 -2.75688 0.006 0.157 0.098 -0.6632
H 0.31477 -2.46900 -2.39808 -0.079 -0.276 -0.113 0.3642
H 0.09064 -3.27368 -3.68263 0.004 -0.041 0.045 0.2944
O -0.29866 2.16369 2.86446 -0.003 -0.138 -0.198 -0.6976
H 0.60015 2.23284 2.48414 -0.577 -0.048 0.141 0.3832
H -0.84130 1.77056 2.14668 0.616 0.437 0.574 0.5057
O 1.22957 -0.43973 -0.12109 -0.238 0.138 -0.024 -0.6645
H 0.68019 -0.35544 -0.91645 -0.010 0.064 0.177 0.4329
H 0.60633 -0.40164 0.62576 0.081 -0.233 0.077 0.3082
```
Positions in Å, forces in eV/Å.